No. 1
DFT (ωB97M-V/def2-TZVPD) results for a molecular structure, C37H76F3HgN4O7S.

XYZ file:
```
129
C37H76F3HgN4O7S ωB97M-V/def2-TZVPD
Hg -1.385 -2.503 1.929
C 0.745 2.224 -2.542
F -0.482 2.834 -2.453
F 1.204 2.330 -3.789
F 1.606 2.811 -1.707
S 0.490 0.352 -2.074
O -0.470 -0.232 -3.049
O 1.805 -0.332 -2.176
O -0.021 0.121 -0.686
C -1.404 10.694 0.303
C -0.970 9.450 1.093
C -0.899 8.284 0.090
C 0.285 8.337 -0.814
C 1.494 8.335 0.084
C 1.586 9.519 1.055
N 0.336 9.709 1.764
O 0.408 10.867 2.586
C 2.681 9.174 2.164
C 2.105 10.709 0.221
C -2.157 9.084 2.124
H -0.813 10.947 -0.578
H -1.405 11.540 0.990
H -2.458 10.668 0.028
H -0.948 7.286 0.528
H -1.742 8.319 -0.600
H 0.313 9.122 -1.570
H 0.243 7.449 -1.445
H 2.289 8.342 -0.661
H 1.658 7.390 0.603
H 3.706 9.373 1.852
H 2.462 9.723 3.079
H 2.729 8.166 2.577
H 1.392 11.006 -0.548
H 2.162 11.587 0.865
H 3.010 10.511 -0.353
H -3.110 9.523 1.828
H -1.984 9.397 3.154
H -2.203 8.008 2.293
H 0.876 10.612 3.385
C 3.980 -4.868 -4.123
C 2.909 -5.888 -3.737
C 3.153 -7.213 -4.381
C 4.114 -8.032 -3.714
C 3.909 -8.168 -2.176
C 3.698 -6.850 -1.430
N 2.742 -6.015 -2.226
O 2.197 -4.921 -1.556
C 3.089 -7.165 -0.048
C 5.034 -6.104 -1.323
C 1.625 -5.348 -4.369
H 3.921 -3.895 -3.636
H 4.173 -4.756 -5.190
H 4.939 -5.200 -3.725
H 2.227 -7.754 -4.572
H 3.584 -7.007 -5.361
H 5.085 -7.705 -4.086
H 4.208 -9.019 -4.167
H 4.809 -8.649 -1.796
H 3.205 -8.937 -1.858
H 2.911 -6.304 0.596
H 2.206 -7.756 -0.291
H 3.820 -7.747 0.513
H 5.680 -6.207 -2.195
H 4.912 -5.026 -1.219
H 5.659 -6.489 -0.517
H 0.943 -6.192 -4.472
H 1.824 -4.898 -5.342
H 1.030 -4.675 -3.751
H 2.749 -4.213 -1.895
C -3.650 -6.290 -0.460
C -4.632 -5.460 -1.330
C -6.051 -5.741 -0.781
C -7.125 -4.961 -1.509
C -6.858 -3.468 -1.299
C -5.412 -2.987 -1.588
N -4.341 -4.004 -1.153
O -3.030 -3.601 -1.310
C -5.297 -2.731 -3.091
C -5.251 -1.762 -0.770
C -4.518 -5.907 -2.802
H -3.687 -5.947 0.574
H -2.672 -6.114 -0.906
H -3.769 -7.374 -0.473
H -6.193 -6.821 -0.826
H -6.157 -5.386 0.244
H -8.063 -5.135 -0.981
H -7.327 -5.259 -2.537
H -7.193 -3.202 -0.296
H -7.385 -2.844 -2.021
H -5.953 -1.911 -3.381
H -4.267 -2.607 -3.426
H -5.602 -3.651 -3.589
H -4.284 -1.291 -0.950
H -6.015 -1.049 -1.080
H -5.375 -1.979 0.290
H -3.881 -5.348 -3.488
H -5.385 -5.831 -3.458
H -4.150 -6.933 -2.822
H -2.965 -3.237 -2.196
C 2.403 -1.379 3.230
C 2.127 0.096 3.815
C 2.828 1.091 2.879
C 2.447 2.551 3.122
C 0.900 2.654 3.146
C 0.111 1.671 4.090
N 0.658 0.306 3.891
O -0.002 -0.684 4.583
C 0.278 2.109 5.608
C -1.365 1.602 3.636
C 2.755 0.152 5.226
H 2.088 -2.152 3.931
H 3.491 -1.370 3.160
H 2.074 -1.493 2.198
H 3.897 1.218 3.048
H 2.882 0.661 1.879
H 2.915 3.190 2.373
H 2.744 2.882 4.118
H 0.527 2.574 2.125
H 0.825 3.721 3.357
H -0.440 2.897 5.836
H 0.041 1.327 6.329
H 1.222 2.578 5.884
H -1.830 2.587 3.679
H -1.552 1.470 2.570
H -1.998 0.855 4.115
H 2.548 1.084 5.752
H 3.826 0.057 5.047
H 2.368 -0.689 5.801
H 0.254 -0.471 5.484
```

The LUMO energy comes out at -0.3097 hartree. As for the net charge: +1. The gap between HOMO and LUMO is 0.8 eV. The HOMO energy is -9.3 eV.

---

No. 2
DFT (ωB97M-V/def2-TZVPD) results for 7 unconnected molecules or ions with the total composition C37H76F5N8O7S3.

XYZ file:
```
136
C37H76F5N8O7S3 ωB97M-V/def2-TZVPD
C -0.305 -0.468 1.058
F 0.370 -1.552 1.443
F -1.345 -0.492 1.877
F 0.449 0.644 1.294
S -0.857 -0.712 -0.837
O 0.288 -0.720 -1.763
O -1.540 -2.034 -0.992
O -1.724 0.445 -1.082
C -2.070 3.263 1.356
C -3.232 2.350 1.588
N -4.081 2.789 2.688
C -5.404 2.962 2.643
C -5.840 3.366 3.935
N -4.816 3.202 4.839
C -3.690 2.915 4.016
C -4.931 3.458 6.236
H -1.391 3.354 2.204
H -2.403 4.301 1.329
H -1.485 2.974 0.483
H -2.836 1.370 1.855
H -3.785 2.332 0.649
H -6.027 2.790 1.777
H -6.840 3.575 4.284
H -2.747 2.530 4.376
H -5.937 3.841 6.408
H -4.182 4.231 6.406
H -4.671 2.562 6.799
C -2.052 -6.736 -4.882
C -0.535 -6.768 -5.018
N 0.029 -5.392 -4.650
C -0.394 -4.158 -5.089
C 0.217 -3.150 -4.338
N 1.196 -3.767 -3.580
C 1.063 -5.189 -3.809
C 2.155 -3.025 -2.799
H -2.392 -6.415 -3.897
H -2.420 -7.749 -5.046
H -2.537 -6.132 -5.649
H -0.175 -7.174 -5.963
H 0.037 -7.407 -4.345
H -1.201 -4.148 -5.807
H 0.080 -2.079 -4.318
H 1.635 -5.934 -3.276
H 1.706 -3.086 -1.808
H 2.209 -2.042 -3.268
H 3.123 -3.504 -2.654
C 4.613 7.108 -4.235
C 3.886 6.044 -3.455
C 2.970 5.105 -4.194
N 3.172 3.579 -3.939
C 4.543 3.231 -4.473
C 2.180 2.610 -4.546
C 1.696 1.525 -3.594
C 1.847 2.226 -2.275
C 2.999 3.245 -2.393
H 3.997 7.771 -4.842
H 5.042 6.614 -5.106
H 5.423 7.622 -3.716
H 3.352 6.534 -2.641
H 4.698 5.508 -2.962
H 3.053 5.164 -5.279
H 1.949 5.314 -3.875
H 4.752 2.164 -4.398
H 5.191 3.654 -3.706
H 4.611 3.562 -5.509
H 2.619 2.090 -5.397
H 1.381 3.228 -4.956
H 2.298 0.616 -3.577
H 0.712 1.073 -3.718
H 2.066 1.488 -1.504
H 0.840 2.558 -2.023
H 3.904 2.764 -2.024
H 2.866 4.089 -1.716
C 4.824 2.659 6.729
C 3.885 1.493 6.954
C 4.537 0.266 6.400
N 3.561 -0.924 6.249
C 3.030 -1.337 7.669
C 2.432 -0.579 5.208
C 1.816 -1.873 4.667
C 2.948 -2.890 4.828
C 4.235 -2.135 5.472
H 4.286 3.608 6.732
H 5.235 2.584 5.722
H 5.562 2.829 7.512
H 2.887 1.639 6.542
H 3.744 1.349 8.026
H 5.277 -0.122 7.100
H 4.917 0.365 5.383
H 2.249 -0.633 7.953
H 3.847 -1.553 8.357
H 2.600 -2.321 7.482
H 1.623 -0.047 5.708
H 2.752 0.093 4.412
H 0.881 -2.125 5.167
H 1.463 -1.673 3.656
H 2.745 -3.790 5.408
H 3.221 -3.099 3.794
H 4.931 -2.766 6.024
H 4.823 -1.615 4.715
C -4.622 -5.978 -0.817
C -5.434 -4.767 -1.287
C -4.685 -4.099 -2.515
N -5.359 -2.789 -3.059
C -6.857 -3.072 -3.446
C -4.510 -2.217 -4.272
C -3.710 -1.050 -3.593
C -4.748 -0.424 -2.697
C -5.276 -1.670 -1.959
H -3.737 -5.693 -0.248
H -4.276 -6.584 -1.654
H -5.202 -6.514 -0.065
H -5.646 -4.058 -0.487
H -6.410 -5.123 -1.618
H -4.756 -4.752 -3.386
H -3.657 -3.898 -2.216
H -7.478 -3.398 -2.611
H -6.797 -3.900 -4.152
H -7.039 -2.106 -3.918
H -5.107 -1.955 -5.146
H -3.728 -2.925 -4.546
H -3.551 -0.240 -4.306
H -2.744 -1.323 -3.169
H -5.552 0.145 -3.164
H -4.250 0.300 -2.053
H -6.171 -1.474 -1.368
H -4.565 -2.103 -1.255
N 4.719 2.615 2.451
S 4.499 4.069 2.306
O 3.919 4.764 3.495
O 4.214 4.575 1.017
F 6.031 4.554 2.589
S 3.022 2.270 2.291
O 2.391 2.693 1.009
O 2.185 2.099 3.446
F 3.207 0.719 1.914
```

The LUMO energy (alpha / beta) comes out at -0.1584 / -0.1584 hartree. As for the net charge: +2. The gap between HOMO and LUMO (alpha / beta) is 1.9 / 5.6 eV. The HOMO energy (alpha / beta) is -6.2 / -9.9 eV. The spin multiplicity is 2.

---

No. 3
DFT (ωB97M-V/def2-TZVPD) results for a molecular structure, C37H78AlCl28O.

XYZ file:
```
145
C37H78AlCl28O ωB97M-V/def2-TZVPD
C 5.345 -3.421 2.078
C 4.149 -3.616 1.129
C 4.384 -3.087 -0.304
C 3.218 -2.241 -0.842
C 3.172 -0.821 -0.224
Al 2.088 -0.548 1.483
C 0.640 -1.965 1.722
C -0.231 -2.124 0.451
C -0.859 -3.512 0.174
C 0.033 -4.707 0.429
O -0.689 -5.887 0.037
H 5.343 -4.179 2.872
H 6.289 -3.525 1.530
H 5.305 -2.435 2.550
H 3.929 -4.692 1.077
H 3.281 -3.111 1.563
H 4.527 -3.951 -0.975
H 5.309 -2.497 -0.343
H 2.292 -2.802 -0.651
H 3.313 -2.190 -1.942
H 4.215 -0.534 -0.011
H 2.823 -0.116 -0.995
H 1.411 0.943 1.503
H 3.143 -0.653 2.748
H 1.126 -2.893 2.034
H 0.007 -1.614 2.550
H -1.067 -1.421 0.570
H 0.301 -1.789 -0.452
H -1.792 -3.654 0.744
H -1.153 -3.557 -0.887
H 0.287 -4.769 1.495
H 0.972 -4.626 -0.134
H -0.136 -6.643 0.223
Cl 0.744 -3.412 -6.927
C -0.302 -4.075 -5.639
C -0.537 -5.553 -5.792
Cl -1.552 -5.936 -7.219
H -1.237 -3.522 -5.649
H 0.201 -3.888 -4.689
H -1.074 -5.925 -4.920
H 0.396 -6.099 -5.896
Cl -2.474 -8.031 -3.246
C -4.073 -7.230 -3.239
C -4.049 -5.952 -4.025
Cl -3.052 -4.686 -3.258
H -4.359 -7.073 -2.201
H -4.776 -7.917 -3.707
H -5.056 -5.551 -4.117
H -3.650 -6.124 -5.024
Cl 8.297 -3.918 -0.520
C 8.690 -2.577 -1.621
C 9.078 -1.328 -0.869
Cl 7.711 -0.628 0.030
H 7.821 -2.404 -2.252
H 9.525 -2.900 -2.242
H 9.422 -0.573 -1.575
H 9.872 -1.535 -0.156
Cl 3.648 1.746 5.022
C 2.326 1.904 6.203
C 1.473 0.661 6.215
Cl 0.627 0.465 4.667
H 1.744 2.781 5.927
H 2.778 2.075 7.177
H 0.732 0.726 7.012
H 2.087 -0.224 6.368
Cl 3.891 7.701 5.960
C 5.236 6.527 5.960
C 4.724 5.111 5.937
Cl 3.907 4.681 7.462
H 5.843 6.719 6.841
H 5.828 6.720 5.067
H 5.552 4.415 5.815
H 4.015 4.953 5.128
Cl -5.219 -9.538 -5.863
C -3.497 -9.846 -6.226
C -3.275 -11.231 -6.773
Cl -3.565 -12.497 -5.550
H -2.929 -9.673 -5.317
H -3.194 -9.108 -6.969
H -2.239 -11.328 -7.093
H -3.928 -11.435 -7.617
Cl 0.598 5.675 5.252
C 0.178 7.326 5.760
C -0.919 7.917 4.915
Cl -0.383 8.226 3.237
H 1.081 7.929 5.712
H -0.156 7.272 6.795
H -1.226 8.873 5.331
H -1.779 7.253 4.864
Cl -6.488 -5.608 -6.543
C -6.582 -3.980 -7.273
C -6.269 -2.898 -6.268
Cl -7.528 -2.741 -5.021
H -7.574 -3.862 -7.699
H -5.843 -3.952 -8.073
H -6.197 -1.934 -6.770
H -5.328 -3.099 -5.759
Cl -1.874 9.769 7.674
C -3.568 9.479 7.194
C -4.481 9.361 8.387
Cl -4.156 7.889 9.335
H -3.591 8.574 6.590
H -3.875 10.323 6.578
H -5.514 9.304 8.046
H -4.372 10.214 9.051
Cl -2.794 -0.961 -1.621
C -4.147 -1.109 -0.470
C -4.888 -2.408 -0.663
Cl -5.799 -2.410 -2.202
H -4.797 -0.251 -0.614
H -3.713 -1.073 0.529
H -5.618 -2.546 0.133
H -4.204 -3.253 -0.675
Cl 2.202 10.172 -1.678
C 1.427 10.404 -0.087
C 0.062 9.774 -0.015
Cl -1.121 10.605 -1.063
H 1.377 11.474 0.101
H 2.075 9.942 0.655
H -0.314 9.841 1.003
H 0.091 8.729 -0.313
Cl -6.285 4.823 -2.062
C -5.003 3.585 -2.071
C -5.538 2.215 -2.387
Cl -6.550 1.561 -1.068
H -4.511 3.604 -1.102
H -4.292 3.881 -2.840
H -4.707 1.521 -2.514
H -6.139 2.220 -3.292
Cl 7.355 0.685 6.461
C 7.615 -0.292 4.989
C 6.323 -0.907 4.506
Cl 5.739 -2.140 5.652
H 8.345 -1.062 5.229
H 8.028 0.369 4.229
H 6.485 -1.406 3.551
H 5.535 -0.167 4.389
Cl -4.322 2.540 -5.708
C -3.740 3.882 -6.727
C -3.126 4.992 -5.914
Cl -4.334 5.857 -4.928
H -4.583 4.242 -7.312
H -2.990 3.468 -7.399
H -2.676 5.723 -6.584
H -2.360 4.612 -5.243
```

The LUMO energy comes out at 0.0587 hartree. As for the net charge: -1. The gap between HOMO and LUMO is 6.3 eV. The HOMO energy is -4.7 eV.